No. 1
A molecular structure, C18H24N2O3 in a non-equilibrium geometry. Source: OMol25; level of theory: the ωB97M-V functional and the def2-TZVPD basis.

Atoms and positions in Å:
C 3.58195 -3.56729 6.60747
C 2.69131 -3.59529 5.27736
O 2.52575 -2.36557 4.71711
C 1.84934 -2.11972 3.74002
C 1.32544 -3.04843 3.05255
C 0.38056 -2.76645 2.10226
C 0.25332 -1.40461 1.74982
C 1.07715 -0.59319 2.17251
C 1.82733 -0.92952 3.31225
H 2.32382 -0.03617 3.84115
H 0.85588 0.32422 1.90705
N -0.45620 -1.33580 0.42938
C -0.75781 -1.91033 -0.56370
O -0.76987 -3.24793 -0.64932
C -1.66891 -1.27096 -1.59153
C -2.06971 0.14879 -0.73119
H -2.95951 0.28970 -0.33657
C -2.02132 1.35586 -1.74138
O -3.00037 2.00897 -2.07307
N -0.96492 1.41924 -2.46162
H -0.05334 0.69094 -2.41366
C -0.73029 2.37241 -3.37948
C -0.82282 3.81752 -2.99975
H -1.80067 3.97252 -2.33848
H 0.18391 3.94646 -2.51965
C -0.76756 4.74392 -4.36019
H 0.39184 5.04016 -4.57734
H -1.28520 5.57339 -4.22786
C -1.52929 3.88133 -5.17606
H -1.00565 3.91305 -6.23700
H -2.51641 4.16581 -5.56584
C -1.47024 2.41219 -4.74470
H -2.63681 2.27200 -4.32825
H -1.26812 1.74709 -5.38426
H 0.46211 2.32354 -3.85387
C -1.07725 0.08171 0.13715
H 0.04788 0.75418 -0.26133
H -1.50445 0.71875 1.28074
H -1.25409 -1.19903 -2.45902
H -2.80420 -1.90303 -1.63980
H -0.29193 -3.44127 1.54185
H 0.97702 -4.23013 3.64667
H 1.78572 -4.07807 5.79842
H 3.23049 -4.26055 4.72168
H 3.83973 -4.74358 7.04427
H 3.24011 -2.82913 7.24390
H 4.63624 -3.09772 6.29131

Calculated values
Largest force on an atom (eV/A): 16.27
Multiplicity: 1
Kohn-Sham gap (eV): 8.86

Here are the Löwdin charges for atoms 1 to 4, given in e: -0.08, -0.27, 0.06, -0.55

=====

No. 2
A single C18H24N2O3S2 molecule. Source: OMol25; level of theory: the ωB97M-V functional and the def2-TZVPD basis.

Atoms and positions in Å:
C -0.97458 1.86810 2.65568
C -2.14990 2.11788 1.71973
C -2.17092 1.15539 0.54299
S -2.46812 -0.55710 1.10572
C -2.93487 -1.30986 -0.50061
C -3.26894 -2.78789 -0.33048
C -2.02111 -3.67755 -0.33973
N -1.04937 -3.27567 0.64779
C 0.00263 -2.49363 0.31178
O 0.28017 -2.25535 -0.85888
C 0.78297 -1.95792 1.45702
C 0.90236 -2.68117 2.63992
C 1.58823 -2.16662 3.72294
C 2.15685 -0.90543 3.63751
C 2.06715 -0.17521 2.46984
C 1.39796 -0.69404 1.36236
N 1.30262 0.00001 0.16587
C 1.54928 1.31059 -0.07957
O 1.95408 2.12772 0.72875
C 1.23690 1.69694 -1.48579
C 1.42735 2.96663 -1.86956
S 1.20071 3.58600 -3.47771
C 0.98573 1.98161 -4.31512
C 0.10867 1.07927 -3.45827
O 0.74183 0.68257 -2.26660
H -1.03163 2.53136 3.51498
H -0.98753 0.83932 3.01096
H -0.03110 2.04849 2.14750
H -3.08768 2.01789 2.27166
H -2.09539 3.13624 1.32603
H -2.98176 1.40369 -0.14480
H -1.22044 1.16949 0.00780
H -2.10344 -1.17370 -1.19348
H -3.80576 -0.75961 -0.86066
H -3.91851 -3.10487 -1.14881
H -3.81460 -2.92191 0.60669
H -1.52297 -3.60762 -1.31006
H -2.30800 -4.71767 -0.15863
H -1.35212 -3.27706 1.60924
H 0.47689 -3.67246 2.70339
H 1.67685 -2.74498 4.63002
H 2.68470 -0.49193 4.48360
H 2.51581 0.80134 2.39808
H 0.96089 -0.56734 -0.61507
H 1.78133 3.68543 -1.15151
H 0.52263 2.18071 -5.27854
H 1.96897 1.53358 -4.45665
H -0.11217 0.14722 -3.98520
H -0.83356 1.59751 -3.22926

Calculated values
SMILES: CCCSCCCNC(=O)c1ccccc1NC(=O)C1=CSCCO1
Largest force on an atom (eV/A): 0.62
Multiplicity: 1
Kohn-Sham gap (eV): 8.64

Here are the Löwdin charges for atoms 1 to 4, given in e: -0.11, -0.32, -0.47, 0.89